# 1
Formula: C43H47GeN5O14P2Ta
Source: the Open Molecules 2025 dataset
Level of theory: wB97M-V/def2-TZVPD

Cartesian coordinates (Å):
1 Ta 11.04930 13.45784 13.62196
2 Ge 11.32116 11.38295 16.43520
3 P 8.00142 15.01132 14.18575
4 P 8.97197 14.72701 11.25813
5 O 16.65051 19.75487 16.15339
6 O 6.39944 15.21526 12.05730
7 O 8.27103 13.49822 10.76118
8 O 10.76525 16.91868 14.86374
9 O 9.16711 14.02109 14.36958
10 O 10.20302 11.84912 12.56905
11 O 18.43739 7.67022 27.93979
12 O 10.33393 14.63492 11.99243
13 O 6.57493 14.42888 14.61080
14 O 8.18905 16.21666 15.20523
15 O 12.22305 12.60360 12.07903
16 O 9.27398 15.80532 10.09432
17 O 11.83161 14.97283 14.49840
18 O 18.02351 18.29877 15.13715
19 N 13.59402 13.31380 19.97430
20 N 17.69246 10.03620 21.90757
21 N 16.88349 18.80776 15.40652
22 N 15.19448 11.91255 18.10309
23 N 16.32779 11.09364 23.38806
24 C 19.24546 8.03336 25.65655
25 C 17.90067 9.65642 26.82161
26 C 14.62509 12.53691 20.35940
27 C 12.34295 10.17229 17.60231
28 C 15.81807 11.16230 17.21647
29 C 14.53017 18.99025 14.83594
30 C 13.34844 9.10359 9.89176
31 C 18.04948 9.75391 24.42271
32 C 9.38078 9.37438 11.66199
33 C 12.53436 7.99650 9.98772
34 C 7.96371 17.12521 12.25190
35 C 14.81794 12.18475 21.73603
36 C 7.79067 15.62132 12.46087
37 C 15.55613 16.78339 14.80654
38 C 16.78006 10.78670 21.18776
39 C 14.31534 16.19478 14.62971
40 C 13.16078 16.96021 14.61033
41 C 15.90415 11.37392 22.10676
42 C 17.41665 10.40477 18.80536
43 C 13.94684 12.79027 22.69606
44 C 13.86261 11.51263 10.11894
45 C 12.28366 12.19709 14.91419
46 C 17.40662 10.31082 23.27145
47 C 15.69379 18.19998 14.90304
48 C 11.77383 16.30966 14.57561
49 C 13.27667 18.38474 14.77834
50 C 12.93995 10.36663 10.40466
51 C 16.63103 11.01788 19.82021
52 C 18.66182 8.47106 26.83568
53 C 12.94293 13.97120 20.92695
54 C 15.53159 11.91199 19.37250
55 C 19.56712 7.46985 28.78392
56 C 10.60080 12.78833 17.62554
57 C 17.69460 10.32405 25.67297
58 C 11.35802 11.62488 11.90138
59 C 12.98263 6.65011 9.52965
60 C 11.73696 10.42667 11.21615
61 C 17.02812 10.50462 17.49487
62 C 9.72978 10.45865 15.77936
63 C 10.78824 9.37085 11.16252
64 C 11.28600 8.15762 10.59010
65 C 18.85747 8.62423 24.46808
66 C 13.07767 13.77706 22.29995
67 H 17.06274 11.28235 25.63929
68 H 14.01598 12.40316 23.71108
69 H 9.62583 13.18034 17.17480
70 H 13.75079 6.24836 10.18426
71 H 19.21230 8.10688 23.57088
72 H 11.31374 13.61437 17.71796
73 H 10.61183 7.30993 10.62486
74 H 19.29946 6.75361 29.55810
75 H 19.96476 7.23091 25.61347
76 H 12.59911 14.47772 22.99211
77 H 14.35268 8.98084 9.33817
78 H 12.90999 10.73463 18.38521
79 H 14.73606 11.10351 9.62308
80 H 17.49408 10.06288 16.63849
81 H 13.39372 12.13375 9.33620
82 H 9.21845 16.49593 15.20604
83 H 9.25806 10.73153 14.77340
84 H 6.49790 14.69172 11.26729
85 H 8.97848 10.44811 16.59876
86 H 14.20206 12.08517 11.00933
87 H 17.48647 9.93310 27.81362
88 H 18.27293 9.89877 19.19912
89 H 8.85310 8.65004 11.10400
90 H 12.77483 11.43455 14.33497
91 H 20.40087 7.01121 28.21982
92 H 12.18752 14.61738 20.53172
93 H 8.95097 17.34811 12.38133
94 H 14.31533 15.13842 14.67616
95 H 12.37394 18.94186 14.79176
96 H 18.47981 9.51780 21.55418
97 H 7.32488 17.62429 12.97962
98 H 5.98460 14.24796 13.87103
99 H 13.07076 9.56411 17.00397
100 H 8.93192 10.33742 11.59075
101 H 9.60405 15.37262 9.26481
102 H 15.34155 11.08004 16.22521
103 H 12.13818 5.93179 9.51130
104 H 9.36802 9.09090 12.76282
105 H 16.38364 16.13673 14.89690
106 H 13.00280 12.93486 15.34556
107 H 10.41913 12.35228 18.62407
108 H 19.94503 8.44987 29.23640
109 H 10.04548 9.38180 15.54088
110 H 13.40076 6.67898 8.53531
111 H 7.66047 17.37375 11.17986
112 H 14.76635 20.03525 14.84127
113 H 11.70888 9.46778 18.18047

## Properties
Energy relative to the best compared isomer or geometry (same formula, charge and spin): 241.76 kJ/mol
Frontier orbital gap: 0.1727 hartree
Total charge: +1
Total energy: -5810.55885 a.u.

***

# 2
Formula: C48H40CaF3N7O4PSe2
Source: the Open Molecules 2025 dataset
Level of theory: wB97M-V/def2-TZVPD

Cartesian coordinates (Å):
1 Se -0.46074 3.13359 -1.04212
2 Se 0.62492 1.08606 -5.82657
3 Ca 0.20084 0.30626 -0.95396
4 P -2.95417 0.44219 1.52694
5 F 7.08459 2.69860 -3.13469
6 F 7.13402 3.07764 -0.94094
7 F 6.09019 4.42722 -2.19661
8 O -1.15925 5.41194 -3.93853
9 O -0.76828 0.61587 -3.13850
10 O -1.51022 -1.21175 -0.56838
11 O -0.43956 -2.93440 0.46899
12 N 1.75108 -1.32101 0.38427
13 N 3.30557 -2.99903 -3.79904
14 N 6.04712 -5.85402 3.77667
15 N 2.70066 0.92899 -1.57946
16 N 1.34662 -1.67209 -2.37443
17 N 0.57904 0.84543 1.65470
18 N -0.16891 0.64595 4.35340
19 C -1.90683 4.16720 -3.97324
20 C 2.55929 -2.13340 -0.24529
21 C -4.61262 1.37383 -1.96020
22 C -4.16296 1.88704 5.69682
23 C 0.20768 3.22001 -2.94066
24 C -1.58926 1.70208 -3.62440
25 C 4.61281 1.56073 -2.88457
26 C 1.75953 -1.28475 1.71383
27 C 0.95260 -0.23151 2.36666
28 C 3.21928 1.63410 -0.53007
29 C 3.36996 0.86962 -2.70681
30 C -1.37145 -2.11940 0.30336
31 C 5.10384 2.29211 -1.85719
32 C 6.00652 -5.68395 2.44619
33 C -5.59885 1.34327 0.67510
34 C -0.45228 1.71390 3.63425
35 C 1.24555 -1.83928 -3.66545
36 C -3.21334 0.14969 4.32780
37 C -0.10929 2.89916 -5.35352
38 C -4.14518 2.80054 4.60467
39 C -2.65279 -2.42325 1.11700
40 C 4.49158 -3.99006 3.97010
41 C -4.25461 -4.16066 1.66802
42 C 4.42963 -3.85538 2.56334
43 C 5.29327 -5.01381 4.48984
44 C 2.36390 -2.26975 -1.72820
45 C 3.46222 -2.96219 1.80957
46 C 2.27387 -2.44072 -4.37377
47 C 2.60658 -2.12566 2.45199
48 C -4.24065 1.07902 0.42714
49 C -3.07572 -3.78288 1.12974
50 C 5.25568 -4.71165 1.80659
51 C -0.89092 3.02575 -3.94480
52 C -0.06246 1.81243 2.29338
53 C -3.53200 -1.42032 1.66181
54 C -3.38056 0.97329 3.22000
55 C -5.03252 -3.21548 2.30296
56 C -3.69309 0.60186 5.54189
57 C 6.36613 3.12078 -2.02965
58 C -6.47398 1.48289 -0.41740
59 C -4.70742 -1.89319 2.22486
60 C -3.78106 1.16437 -0.90012
61 C -6.00203 1.43717 -1.72850
62 C -3.77138 2.28355 3.34639
63 C 0.58301 -0.31400 3.74563
64 C 3.45008 -2.97194 0.42891
65 C 3.33271 -2.92859 -2.43749
66 C 4.41033 2.30984 -0.68620
67 H -0.99908 2.54979 4.12449
68 H 4.05020 -3.64144 -0.16958
69 H -4.22090 1.39658 -2.95010
70 H 6.58568 -6.32361 1.81919
71 H -6.02702 1.21427 1.71253
72 H -4.57611 3.76064 4.71431
73 H -2.46333 -4.55125 0.60362
74 H 0.73612 -1.16225 4.37173
75 H 3.93254 -3.28630 4.65120
76 H 0.71662 4.22862 -3.18798
77 H -4.61606 2.23640 6.58275
78 H -3.68857 -0.05113 6.45697
79 H 4.24666 -3.29400 -1.91867
80 H 5.15260 1.53733 -3.81827
81 H 2.55385 -2.07811 3.57960
82 H -0.59815 5.42627 -4.74643
83 H -6.60494 1.52723 -2.60494
84 H -2.18997 1.98948 -2.80442
85 H -0.82522 3.14793 -6.23103
86 H -0.18919 0.56870 -3.92967
87 H -3.90295 2.84543 2.44670
88 H -2.71174 1.01055 -1.01525
89 H -2.98669 -0.93172 4.17808
90 H -7.54048 1.52852 -0.27771
91 H -0.34393 2.66306 1.67510
92 H -2.58093 4.12957 -4.82958
93 H 2.91189 0.38119 -3.52259
94 H 2.62879 1.74665 0.40230
95 H -2.24041 1.28065 -4.43470
96 H 5.48129 -5.06485 5.55311
97 H -5.35565 -1.17907 2.70086
98 H -5.92846 -3.49899 2.78365
99 H 2.27515 -2.56637 -5.43725
100 H 5.32298 -4.70378 0.74746
101 H 0.75794 3.57302 -5.34471
102 H -4.49604 -5.22069 1.64993
103 H 0.99681 2.44159 -3.05073
104 H -2.49518 4.15587 -3.05060
105 H 4.76232 2.87614 0.15412
106 H 0.42325 -1.42177 -4.23552

## Properties
Energy relative to the best compared isomer or geometry (same formula, charge and spin): 115.96 kJ/mol
Frontier orbital gap: 0.1831 hartree
Total charge: -1
Total energy: -8659.00015 a.u.

***

# 3
Formula: C23H33N3O4S
Source: the Open Molecules 2025 dataset
Level of theory: wB97M-V/def2-TZVPD

Cartesian coordinates (Å):
1 S -2.91424 0.90407 -1.08479
2 O -3.98219 1.86294 -1.04421
3 O -2.76256 0.10234 -2.26170
4 O -0.33252 -0.89330 -0.70833
5 O -1.00054 -3.02342 -0.50179
6 N -1.49432 1.70251 -0.82662
7 N 2.86506 2.65166 0.29652
8 N -3.95359 -1.36428 1.96828
9 C 5.35321 -1.71180 0.45086
10 C 5.88814 -0.42986 0.52709
11 C 0.07681 -3.44143 -1.34431
12 C -3.10969 -0.20680 0.29496
13 C -5.23373 0.71734 1.45785
14 C 0.76304 1.69858 1.24651
15 C -0.03786 2.91140 0.76069
16 C -1.46554 2.50151 0.38080
17 C 3.86335 0.51636 -0.36417
18 C -1.13174 -1.71098 -0.30352
19 C 3.06722 1.71281 -0.80295
20 C 0.66182 3.59652 -0.41626
21 C 5.15571 0.66914 0.12411
22 C 2.23484 2.06893 1.46449
23 C -2.88052 -2.08117 1.53387
24 C -2.47671 -3.34740 2.19576
25 C 6.15987 -2.89506 0.89519
26 C -2.31881 -1.37915 0.48608
27 C 3.32344 -0.75963 -0.43328
28 C -4.12266 -0.23426 1.21641
29 C -0.27715 -3.26130 -2.81297
30 C 4.06151 -1.86036 -0.03281
31 C 2.14463 3.84340 -0.10629
32 H -1.15197 -3.85578 -3.06389
33 H -5.11945 1.21053 2.42365
34 H 7.14607 -2.88023 0.43406
35 H 0.55892 -3.57400 -3.43215
36 H 0.56549 2.97166 -1.30367
37 H 6.29859 -2.87267 1.97627
38 H 2.31056 2.80717 2.27028
39 H 5.66482 -3.82652 0.63158
40 H -2.27936 -3.18415 3.25556
41 H 2.31578 -0.88928 -0.80258
42 H 2.64193 4.27140 -0.98036
43 H 2.22868 4.56155 0.71660
44 H 0.70737 0.88898 0.51941
45 H 6.89279 -0.29786 0.90402
46 H 5.57672 1.66107 0.19041
47 H -3.26920 -4.09023 2.10736
48 H -6.19180 0.19916 1.44981
49 H 0.33943 1.32974 2.18387
50 H -0.75899 1.00540 -0.87336
51 H -1.58334 -3.74068 1.72303
52 H -5.22320 1.46578 0.67036
53 H -4.55475 -1.63927 2.72953
54 H 3.62725 2.25428 -1.57405
55 H 2.12491 1.36621 -1.25229
56 H 0.23549 -4.49366 -1.09789
57 H -2.08234 3.38174 0.18206
58 H -1.92014 1.95048 1.21998
59 H 0.17183 4.54767 -0.62989
60 H -0.50022 -2.21610 -3.01480
61 H 2.80314 1.18420 1.76042
62 H 3.62754 -2.84932 -0.09692
63 H -0.10752 3.62685 1.58966
64 H 0.97124 -2.86232 -1.09279

## Properties
Energy relative to the best compared isomer or geometry (same formula, charge and spin): 96.35 kJ/mol
Frontier orbital gap: 0.3183 hartree
Total energy: -1759.67120 a.u.
Structure (SMILES): CCOC(=O)c1c(C)[nH]c(C)c1S(=O)(=O)NCC1CCN(Cc2ccc(C)cc2)CC1